P:
The following is a DFT calculation (ωB97M-V/def2-TZVPD) of 4 unconnected molecules or ions with the total composition C4H18NO3.

Last columns: bonded neighbours and bond lengths (Å).
Cartesian coordinates (Å):
1 C -1.4300 0.0536 0.9451  C2 1.479, H6 1.136, H7 1.167, H8 1.145
2 C -1.5958 1.0378 -0.1461  C1 1.479, N3 1.532, H9 1.066, H10 1.135
3 N -0.7922 2.3085 0.1474  C2 1.532, C4 1.584, H11 1.093, H12 0.974
4 C 0.3326 2.5390 -0.9432  N3 1.584, C5 1.491, H13 1.036, H14 1.102
5 C 1.2935 3.6032 -0.5340  C4 1.491, H15 1.140, H16 1.156, H17 1.127
6 H -0.4166 -0.1247 1.4266  C1 1.136
7 H -1.4885 -1.0945 0.7445  C1 1.167
8 H -2.1229 0.0495 1.8567  C1 1.145
9 H -1.2643 0.6297 -1.0740  C2 1.066
10 H -2.7128 1.1847 -0.2846  C2 1.135
11 H -0.1603 2.0915 1.0124  N3 1.093
12 H -1.3595 3.0630 0.3856  N3 0.974
13 H -0.0409 2.7142 -1.8938  C4 1.036
14 H 0.7243 1.5132 -1.0369  C4 1.102
15 H 1.4981 3.4933 0.5818  C5 1.140
16 H 2.3579 3.4686 -0.9648  C5 1.156
17 H 1.0431 4.6156 -0.9613  C5 1.127
18 H 1.2295 -1.4863 0.4472  O20 1.036
19 H 2.2966 -0.5884 1.1601  O20 0.929
20 O 1.3991 -0.5815 0.9214  H18 1.036, H19 0.929
21 H 0.6970 -6.3856 -0.6742  O23 0.945
22 H 0.5488 -5.8300 0.7500  O23 0.992
23 O 0.1594 -5.8012 -0.1616  H21 0.945, H22 0.992
24 H -0.6866 -3.6945 -0.1749  O26 0.893
25 H 0.4521 -3.5671 -1.1581  O26 0.957
26 O 0.0383 -3.2116 -0.3714  H24 0.893, H25 0.957

- total charge = +1
- E_HOMO (eV) = -13.67
- 2S+1 = 1
- gap between HOMO and LUMO (eV) = 11.0

***

Q:
The following is a DFT calculation (ωB97M-V/def2-TZVPD) of 4 unconnected molecules or ions with the total composition C4H18NO3.

Last columns: bonded neighbours and bond lengths (Å).
Cartesian coordinates (Å):
1 C -1.3064 -2.1984 -1.3391  C2 1.569, H6 1.096, H7 1.071, H8 1.058
2 C -0.2315 -1.0771 -1.5593  C1 1.569, N3 1.575, C5 1.523, H9 1.074
3 N -0.8746 0.3090 -1.1779  C2 1.575, C4 1.503, H10 1.046, H11 1.013
4 C 0.1387 1.4172 -1.2355  N3 1.503, H12 1.162, H13 1.097, H14 1.023
5 C 0.9643 -1.3251 -0.6491  C2 1.523, H15 1.098, H16 1.060, H17 1.103
6 H -1.6978 -2.0350 -0.3279  C1 1.096
7 H -0.9157 -3.1944 -1.3009  C1 1.071
8 H -2.1316 -2.1747 -2.0004  C1 1.058
9 H 0.0392 -0.9869 -2.5949  C2 1.074
10 H -1.6769 0.5509 -1.8036  N3 1.046
11 H -1.2501 0.2986 -0.2371  N3 1.013
12 H -0.3335 2.4767 -1.3033  C4 1.162
13 H 0.6803 1.5953 -0.2981  C4 1.097
14 H 0.9211 1.0301 -1.7698  C4 1.023
15 H 0.9905 -1.2110 0.4431  C5 1.098
16 H 1.8954 -0.9669 -1.0066  C5 1.060
17 H 1.0312 -2.4230 -0.5625  C5 1.103
18 H 4.6489 -1.3842 2.5088  O20 0.906
19 H 3.7417 -0.1306 2.2337  O20 1.029
20 O 4.0732 -1.0445 1.8972  H18 0.906, H19 1.029
21 H -0.8379 3.4784 2.1818  O23 0.888
22 H 0.4988 2.6669 2.5550  O23 0.958
23 O -0.3365 2.7504 2.0923  H21 0.888, H22 0.958
24 H -3.4967 0.3355 0.9920  O26 0.919
25 H -2.1595 1.0744 1.4792  O26 1.040
26 O -2.6387 0.5362 0.7298  H24 0.919, H25 1.040

- total charge = +1
- E_HOMO (eV) = -14.08
- 2S+1 = 1
- gap between HOMO and LUMO (eV) = 11.3

***

The most stable arrangement is Q, and the next structure is 26.3 kJ/mol less stable.

***

P:
The following is a DFT calculation (ωB97M-V/def2-TZVPD) of 2 unconnected molecules or ions with the total composition C3H9N3.

Last columns: bonded neighbours and bond lengths (Å).
Cartesian coordinates (Å):
1 C 0.8524 -1.4082 -0.0371  H10 1.088, H11 1.085, H12 1.084
2 C 0.3324 1.5494 0.6305  C5 1.514, H13 1.093, H14 1.091, H15 1.089
3 N -1.6202 -0.5200 -0.4906  N4 1.338, N6 1.330, H7 1.012
4 N -1.0569 -1.1487 0.5479  N3 1.338, H8 1.010
5 C 0.0919 0.9299 -0.7296  C2 1.514, N6 1.311, H9 1.087
6 N -1.0014 0.4016 -1.2237  N3 1.330, C5 1.311
7 H -2.1827 -1.1306 -1.0701  N3 1.012
8 H -0.7575 -0.4552 1.2186  N4 1.010
9 H 0.6918 1.3947 -1.5082  C5 1.087
10 H 1.7163 -0.7942 -0.2846  C1 1.088
11 H 0.6629 -2.0937 -0.8564  C1 1.085
12 H 1.0536 -1.9389 0.8867  C1 1.084
13 H 0.3674 2.6346 0.5042  C2 1.093
14 H 1.2920 1.2336 1.0434  C2 1.091
15 H -0.4420 1.3457 1.3691  C2 1.089

- E_HOMO (eV) = -8.27
- 2S+1 = 1
- gap between HOMO and LUMO (eV) = 9.3

***

Q:
The following is a DFT calculation (ωB97M-V/def2-TZVPD) of 2 unconnected molecules or ions with the total composition C3H9N3.

Last columns: bonded neighbours and bond lengths (Å).
Cartesian coordinates (Å):
1 H 1.6656 -1.9493 0.5647  N2 1.036
2 N 0.7210 -2.3508 0.4272  H1 1.036, C3 1.383
3 C 0.4051 -2.6674 1.7363  N2 1.383, N4 1.344, H5 1.137
4 N -0.9013 -2.9371 1.8963  C3 1.344, H6 1.042, H7 1.014
5 H 0.8387 -2.1899 2.6729  C3 1.137
6 H -1.3771 -3.5203 1.1759  N4 1.042
7 H -1.2622 -3.0544 2.8364  N4 1.014
8 C -0.8856 2.7503 -0.4420  C9 1.345, H11 1.041, H12 1.109
9 C 0.2552 2.6217 -1.1429  C8 1.345, N10 1.386, H13 1.123
10 N 0.4322 2.6051 -2.5172  C9 1.386, H14 1.039, H15 1.050
11 H -1.8641 2.9128 -0.7569  C8 1.041
12 H -0.7605 3.2549 0.5372  C8 1.109
13 H 1.1858 2.2759 -0.6189  C9 1.123
14 H -0.2667 2.1377 -3.1278  N10 1.039
15 H 1.4294 2.6849 -2.8356  N10 1.050

- E_HOMO (eV) = -8.00
- 2S+1 = 1
- SMILES string = [H]/N=C/N.C=CN
- gap between HOMO and LUMO (eV) = 9.0

***

The most stable arrangement is Q, and the next structure is 220.5 kJ/mol less stable.

***

P:
The following is a DFT calculation (ωB97M-V/def2-TZVPD) of C3H9N3 in the gas phase.

Last columns: bonded neighbours and bond lengths (Å).
Cartesian coordinates (Å):
1 C -1.5981 0.5867 -0.3216  N2 1.398, H7 1.236, H8 1.097, H9 1.207
2 N -0.5863 0.3844 0.6220  C1 1.398, C3 1.427, N6 1.766
3 C 0.0357 -0.8963 0.5305  N2 1.427, C4 1.571, H10 1.095, H11 1.145
4 C 1.2834 -0.6913 -0.4024  C3 1.571, N5 1.493, H12 1.008, H13 1.154
5 N 1.8053 0.6473 0.0046  C4 1.493, N6 1.386, H14 0.986
6 N 0.6904 1.4688 0.0615  N2 1.766, N5 1.386, H15 1.115
7 H -1.2111 0.2509 -1.4468  C1 1.236
8 H -2.4484 -0.0876 -0.1583  C1 1.097
9 H -1.8622 1.7644 -0.3060  C1 1.207
10 H -0.6750 -1.6388 0.1535  C3 1.095
11 H 0.2683 -1.1612 1.6194  C3 1.145
12 H 1.9102 -1.4643 -0.2397  C4 1.008
13 H 0.8674 -0.6536 -1.4779  C4 1.154
14 H 2.4483 0.5336 0.7436  N5 0.986
15 H 0.6365 2.3026 0.7993  N6 1.115

- E_HOMO (eV) = -7.94
- 2S+1 = 1
- SMILES string = CN1CCNN1
- gap between HOMO and LUMO (eV) = 9.0

***

Q:
The following is a DFT calculation (ωB97M-V/def2-TZVPD) of 2 unconnected molecules or ions with the total composition C3H9N3.

Last columns: bonded neighbours and bond lengths (Å).
Cartesian coordinates (Å):
1 H 2.2937 2.0012 -0.8708  N2 1.033
2 N 1.2658 2.0990 -0.8624  H1 1.033, C3 1.286
3 C 0.7235 1.6234 0.2025  N2 1.286, N4 1.402, H5 1.035
4 N -0.4231 2.2624 0.6959  C3 1.402, H6 1.068, H7 0.981
5 H 1.2033 0.8681 0.7219  C3 1.035
6 H -0.7456 2.2332 1.7132  N4 1.068
7 H -1.1391 2.6797 0.1713  N4 0.981
8 C -0.5237 -1.6288 1.0760  N9 1.258, H11 1.094, H12 1.089
9 N 0.1123 -2.1592 0.1287  C8 1.258, C10 1.429
10 C -0.2674 -1.8307 -1.2088  N9 1.429, H13 1.137, H14 1.058, H15 1.115
11 H -0.0962 -1.6763 2.0823  C8 1.094
12 H -1.5132 -1.2642 0.8049  C8 1.089
13 H 0.1036 -2.7038 -1.8352  C10 1.137
14 H -1.2903 -1.5649 -1.2497  C10 1.058
15 H 0.2966 -0.9391 -1.5696  C10 1.115

- E_HOMO (eV) = -8.96
- 2S+1 = 1
- SMILES string = [H]/N=C/N.C=NC
- gap between HOMO and LUMO (eV) = 9.9

***

The most stable arrangement is Q, and the next structure is 167.4 kJ/mol less stable.

***

P:
The following is a DFT calculation (ωB97M-V/def2-TZVPD) of C3H9N3 in the gas phase.

Last columns: bonded neighbours and bond lengths (Å).
Cartesian coordinates (Å):
1 C -0.8174 1.5838 1.7955  N2 1.293, H7 1.108, H8 1.062
2 N 0.0154 0.8587 1.1222  C1 1.293, N3 1.383
3 N -0.1892 -0.5016 0.9813  N2 1.383, C4 1.400, H9 0.987
4 C 0.7524 -0.9059 0.0267  N3 1.400, C5 1.516, H10 1.097, H11 1.121
5 C 0.6286 -0.2694 -1.3434  C4 1.516, N6 1.446, H12 1.047, H13 1.101
6 N -0.6595 -0.1587 -1.9920  C5 1.446, H14 1.055, H15 0.995
7 H -1.7071 1.0762 2.2191  C1 1.108
8 H -0.7190 2.6397 1.8578  C1 1.062
9 H 0.0350 -0.8736 1.8674  N3 0.987
10 H 1.6993 -0.5394 0.4425  C4 1.097
11 H 0.9567 -2.0074 -0.0055  C4 1.121
12 H 1.0253 0.6834 -1.1665  C5 1.047
13 H 1.2986 -0.6183 -2.1442  C5 1.101
14 H -0.9238 -1.1475 -2.2473  N6 1.055
15 H -1.3953 0.1800 -1.4137  N6 0.995

- E_HOMO (eV) = -8.88
- 2S+1 = 1
- SMILES string = C=NNCCN
- gap between HOMO and LUMO (eV) = 10.0

***

Q:
The following is a DFT calculation (ωB97M-V/def2-TZVPD) of C3H9N3 in the gas phase.

Last columns: bonded neighbours and bond lengths (Å).
Cartesian coordinates (Å):
1 C 0.1188 -0.0923 -0.0044  C2 1.523, C3 1.527, N4 1.446, N5 1.528
2 C -0.8904 -0.1721 -1.1422  C1 1.523, H11 1.089, H12 1.089, H13 1.088
3 C -0.5491 0.2398 1.3278  C1 1.527, H10 1.089, H14 1.090, H15 1.088
4 N 0.9952 -1.2419 -0.0209  C1 1.446, H7 1.011, H8 1.013
5 N 1.0575 1.0736 -0.3133  C1 1.528, N6 1.196, H9 1.070
6 N 0.8152 2.2413 -0.3972  N5 1.196
7 H 0.4712 -2.1017 -0.1108  N4 1.011
8 H 1.5426 -1.2997 0.8299  N4 1.013
9 H 1.9617 0.9291 -0.8678  N5 1.070
10 H -0.9448 1.2535 1.2799  C3 1.089
11 H -1.6250 -0.9512 -0.9442  C2 1.089
12 H -0.3801 -0.3937 -2.0789  C2 1.089
13 H -1.4024 0.7823 -1.2402  C2 1.088
14 H 0.1784 0.1989 2.1388  C3 1.090
15 H -1.3487 -0.4661 1.5435  C3 1.088

- E_HOMO (eV) = -7.58
- 2S+1 = 1
- gap between HOMO and LUMO (eV) = 8.5

***

The most stable arrangement is Q, and the next structure is 10.8 kJ/mol less stable.